ORCA calculation (wB97M-V/def2-TZVPD) on a cluster of 9 separate species, C22H46Cl2N2O22 in total in a non-equilibrium geometry.

```
94
Properties=species:S:1:pos:R:3:mulliken_charge:R:1
C -10.83717 0.72547 -10.15137 -0.848
N -10.20435 -0.32597 -11.09843 0.726
O -9.22510 -0.00694 -11.79148 -0.540
O -10.73424 -1.45219 -11.14761 -0.299
H -11.58482 1.29200 -10.70647 0.437
H -10.19600 1.52691 -9.78436 0.301
H -11.12498 0.12561 -9.28798 0.172
C -16.14389 -6.61060 -7.44378 -0.635
N -15.14256 -5.79370 -6.73852 0.903
O -14.96089 -4.68400 -7.23597 -0.457
O -14.50507 -6.35737 -5.88161 -0.553
H -16.62050 -7.31702 -6.76413 0.327
H -15.74822 -7.16513 -8.29469 0.101
H -16.81162 -5.78326 -7.68408 0.305
C -9.00115 -2.24021 -8.15674 -0.297
O -8.38246 -3.40566 -8.75300 -0.375
C -9.04746 -4.26728 -9.64346 0.680
O -10.13901 -4.06213 -10.13242 -0.399
O -8.20926 -5.27842 -9.81128 -0.343
C -8.59023 -6.35141 -10.64489 -0.448
H -9.66134 -2.50225 -7.32995 0.277
H -9.60754 -1.67772 -8.86666 -0.028
H -8.09374 -1.73175 -7.83089 0.295
H -8.95629 -5.95894 -11.59361 0.302
H -9.30410 -7.07930 -10.25930 0.082
H -7.68470 -6.94857 -10.75222 0.260
C -14.92276 -9.89753 -8.37135 -0.803
O -13.92483 -8.90083 -8.65877 -0.121
C -12.61219 -9.20131 -8.47040 0.512
O -12.06831 -10.32743 -8.19886 -0.617
O -11.90073 -8.04860 -8.58814 -0.105
C -10.51583 -8.11597 -8.27876 -0.891
H -14.78309 -10.70642 -9.08849 0.334
H -15.96263 -9.57925 -8.29753 0.302
H -14.84293 -10.44135 -7.43008 0.351
H -9.99745 -8.77437 -8.97582 0.346
H -10.29289 -8.62561 -7.34138 0.400
H -10.07804 -7.12275 -8.17897 0.238
C -14.42256 0.06644 -11.38332 0.767
O -15.47046 0.89315 -11.54342 -0.336
C -16.40093 0.67794 -12.46450 0.657
O -16.87801 1.58818 -13.14218 -0.578
O -16.86020 -0.62147 -12.27847 -0.195
C -18.01409 -1.13034 -12.90620 -0.437
H -14.41262 -0.59723 -10.51871 0.086
H -13.49121 0.57758 -11.13952 -0.306
H -14.34978 -0.64770 -12.20355 -0.153
H -17.89413 -2.20948 -13.00182 -0.065
H -18.11555 -0.59369 -13.84950 0.391
H -18.83857 -0.88029 -12.23850 0.296
C -20.18791 -4.98436 -16.59578 -0.640
O -19.61323 -4.50548 -15.37238 -0.292
C -18.69597 -5.26575 -14.71909 0.642
O -18.35473 -6.39623 -15.06853 -0.571
O -18.29355 -4.58463 -13.59144 -0.290
C -17.15747 -5.07053 -12.87308 -0.633
H -19.48536 -5.38583 -17.32611 0.292
H -20.74840 -4.19259 -17.09282 0.237
H -20.92527 -5.73034 -16.29930 0.299
H -16.24571 -5.06666 -13.47042 0.253
H -17.34037 -6.04582 -12.42204 0.426
H -17.17214 -4.38809 -12.02329 0.207
C -13.71083 -1.86835 -6.70620 -0.575
O -12.43134 -1.14997 -6.70767 -0.235
C -12.54681 0.19654 -6.97047 0.805
O -13.54316 0.83470 -7.30355 -0.590
O -11.31840 0.67776 -6.75229 -0.283
C -11.12050 2.05284 -6.65611 -0.706
H -14.41106 -1.32440 -6.07225 0.337
H -13.63548 -2.87425 -6.29318 0.276
H -14.18202 -2.01250 -7.67847 0.167
H -11.24515 2.50356 -7.64069 0.289
H -10.19331 2.32519 -6.15189 0.252
H -11.80470 2.53472 -5.95769 0.308
C -13.78836 -2.82487 -14.03205 -0.461
O -13.42219 -3.31826 -15.32285 -0.288
C -13.02351 -2.51619 -16.29379 0.733
O -12.98402 -1.27872 -16.29683 -0.609
O -12.63931 -3.29503 -17.26611 -0.345
C -11.95429 -2.82357 -18.44999 -0.635
H -13.98062 -3.59694 -13.28703 0.024
H -14.56507 -2.06156 -14.07874 0.363
H -12.96441 -2.27059 -13.58261 0.316
H -11.07454 -2.24102 -18.17653 0.303
H -12.55400 -2.14796 -19.05990 0.293
H -11.69626 -3.70549 -19.03629 0.229
Cl -14.12895 -6.26668 -11.63952 -0.243
C -13.42025 -5.36505 -10.25529 0.775
C -13.39286 -3.80012 -10.58695 -0.479
Cl -14.93007 -3.00872 -10.98229 -0.120
H -12.40501 -5.71762 -10.07340 0.040
H -14.01573 -5.55362 -9.36201 -0.419
H -12.56524 -3.61880 -11.27271 0.374
H -13.14657 -3.34799 -9.62622 0.155
```

Output
* 2S+1: 1
* Kohn-Sham gap: 9.81 eV
* total energy: -3550.7469 hartree
* LUMO: -0.38 eV
* M: 761.51 g mol⁻¹
* HOMO: -10.2 eV

ORCA calculation (wB97M-V/def2-TZVPD) on an isolated molecule of C5H8O2.

```
15
Properties=species:S:1:pos:R:3:mulliken_charge:R:1
C 0.12642 -0.49099 1.74612 -1.386
C 0.31922 0.12687 0.37928 0.802
O 1.40914 1.01904 0.29701 -0.579
C 0.26282 -0.78676 -0.87256 -0.393
O 1.18660 -0.55077 -1.86698 -0.511
C -0.82426 0.37476 -0.47248 0.318
C -1.90825 0.72735 -1.15405 -1.192
H 1.07101 -0.88614 2.13094 0.369
H -0.60536 -1.30302 1.68911 0.353
H -0.25526 0.25575 2.45012 0.314
H 1.05721 1.91637 0.24456 0.380
H -1.04960 -0.40961 -1.45953 0.473
H 0.09572 -1.84711 -0.68046 0.443
H 1.62618 0.28436 -1.63325 0.385
H -2.51160 1.56988 -0.79783 0.223
```

Output
* 2S+1: 1
* relative energy (zero: lowest compared OMol25 entry of this formula, charge and spin): 6.6670 eV
* Kohn-Sham gap: 8.46 eV
* total energy: -345.5600 hartree
* LUMO: 0.50 eV
* M: 100.12 g mol⁻¹
* HOMO: -8.0 eV

ORCA calculation (wB97M-V/def2-TZVPD) on a structure of composition C16H27 in a non-equilibrium geometry.

```
43
Properties=species:S:1:pos:R:3:lowdin_spin:R:1
H 3.33508 2.22314 0.72451 0.058
C 2.55762 1.58427 1.29000 0.471
H 1.61773 2.04974 1.60157 0.032
C 2.74424 0.27762 1.65355 0.031
C 1.84016 -0.45166 2.44457 0.375
C 2.07898 -1.88343 2.74004 0.064
C 0.61075 0.18496 2.99907 0.047
C -0.61261 0.11092 2.04530 0.025
H -0.33928 0.62240 1.10322 0.001
H -0.80115 -0.94195 1.76810 0.001
C -1.84932 0.72065 2.63322 0.003
C -3.10635 0.38016 2.32138 0.002
C -4.24933 1.10736 2.97670 0.001
C -3.43214 -0.74566 1.35495 0.000
C -3.56180 -2.12955 2.00581 0.000
H -3.75521 -2.89222 1.24312 0.000
H -2.64525 -2.41128 2.53977 0.000
H -4.39212 -2.15584 2.72168 0.000
H 3.65829 -0.25010 1.31762 -0.006
H 1.28071 -2.26295 3.38906 0.000
H 2.08728 -2.50908 1.83496 0.018
H 3.03384 -2.05696 3.25608 0.018
H 0.33122 -0.35411 3.92037 0.005
H 0.78886 1.23274 3.26211 0.006
H -1.65970 1.51763 3.36215 0.000
H -5.20622 0.79660 2.54753 0.000
H -4.28509 0.92146 4.06058 0.000
H -4.15548 2.19533 2.84862 0.000
H -4.38622 -0.49967 0.86967 0.000
H -2.65853 -0.79117 0.57613 0.000
H 3.05553 3.53840 -3.35695 -0.011
C 3.45112 3.16205 -2.41372 -0.157
C 4.21894 3.96153 -1.59754 0.011
C 4.78531 3.49361 -0.40516 -0.128
C 4.47368 2.15818 0.08460 0.168
C 5.67813 4.38490 0.39516 -0.024
H 3.23891 2.12800 -2.13821 -0.011
H 4.40844 5.01033 -1.87424 0.004
H 5.20594 1.78185 0.80455 0.006
H 4.32237 1.42739 -0.71759 0.004
H 5.55048 5.42923 0.08511 0.000
H 5.43444 4.30838 1.46016 -0.005
H 6.74342 4.13313 0.28565 -0.009
```

Output
* 2S+1: 2
* relative energy (zero: lowest compared OMol25 entry of this formula, charge and spin): 1.9666 eV
* Kohn-Sham gap (spin up / spin down): 7.34 / 7.37 eV
* total energy: -625.6239 hartree
* LUMO (spin up / spin down): 0.31 / 0.19 eV
* M: 219.39 g mol⁻¹
* HOMO (spin up / spin down): -7.0 / -7.2 eV
* expectation value of S²: 0.96

ORCA calculation (wB97M-V/def2-TZVPD) on a structure of composition C25H17AlN5O3 in a non-equilibrium geometry.

```
51
Properties=species:S:1:pos:R:3:mulliken_charge:R:1
Al -0.16104 0.54643 0.22009 -0.635
O -0.67261 -1.15431 -6.25847 -0.673
C -0.49105 0.00704 -5.90239 0.342
O -0.32813 1.10152 -6.44976 -0.676
C -0.41287 0.16676 -4.30562 -0.455
C -0.99024 -0.81620 -3.50490 -0.554
C -1.07146 -0.59737 -2.14509 0.807
N -0.63632 0.55104 -1.61709 0.194
C -0.14883 1.53834 -2.37818 0.685
C -0.02179 1.38021 -3.74131 -0.677
C 0.22371 2.70194 -1.55744 0.397
C 0.51930 3.95354 -2.07059 -0.879
C 0.83602 4.98444 -1.20407 -0.404
C 0.83632 4.73995 0.16462 -1.002
C 0.49886 3.48141 0.61069 0.262
N 0.19192 2.47581 -0.22068 0.363
C -1.58976 -1.50380 -1.10553 0.154
C -2.13398 -2.75327 -1.34983 -0.606
C -2.63824 -3.48266 -0.28548 -0.531
C -2.58611 -2.94329 0.99331 -0.944
C -2.01676 -1.69803 1.16333 0.143
N -1.52238 -0.99071 0.14394 0.411
H -1.32127 -1.72885 -3.98506 0.576
H 0.39127 2.13667 -4.39595 0.512
H 0.49172 4.10756 -3.14019 0.461
H 1.07278 5.96641 -1.58987 0.468
H 1.09885 5.50944 0.87532 0.438
H 0.46664 3.25709 1.66762 0.523
H -2.16892 -3.14648 -2.35567 0.455
H -3.07546 -4.45788 -0.44999 0.467
H -2.97235 -3.48501 1.84415 0.444
H -1.95395 -1.24429 2.14348 0.407
O 1.28760 -0.35715 0.21310 -0.243
C 1.70479 -1.27880 1.08242 0.516
C 2.44391 -2.37613 0.64924 -0.546
C 2.80619 -3.36539 1.54278 -0.487
C 2.45537 -3.27305 2.88874 -0.827
C 1.75003 -2.17733 3.33460 -1.047
C 1.36427 -1.16706 2.44333 0.664
C 0.56730 -0.03926 2.89269 0.451
N -0.27747 0.70277 2.15770 0.420
C -0.89720 1.59278 3.01937 -0.722
C -0.41961 1.40168 4.27005 -0.636
N 0.49897 0.38351 4.16857 -0.071
H 2.69145 -2.44612 -0.40174 0.524
H 3.35529 -4.22729 1.18818 0.436
H 2.72471 -4.06220 3.57636 0.424
H 1.46120 -2.11766 4.37766 0.387
H -1.66270 2.26798 2.67608 0.578
H -0.64459 1.90429 5.19343 0.460
H 1.07662 0.03097 4.91405 0.243
```

Output
* 2S+1: 1
* relative energy (zero: lowest compared OMol25 entry of this formula, charge and spin): 0.4274 eV
* Kohn-Sham gap: 5.98 eV
* total energy: -1704.8452 hartree
* LUMO: -4.25 eV
* M: 462.43 g mol⁻¹
* HOMO: -10.2 eV
* charge: +1

ORCA calculation (wB97M-V/def2-TZVPD) on a cluster of 7 separate species, C2H17O7 in total in a non-equilibrium geometry.

```
26
Properties=species:S:1:pos:R:3:lowdin_spin:R:1
O -0.00665 0.37636 -0.84606 0.754
H 0.65041 0.58592 -0.15403 0.005
C -0.09781 -0.43591 2.96618 0.002
C -0.80391 -1.28911 1.84571 0.010
O 0.19163 -1.44356 0.90187 0.104
H -0.92088 0.03237 3.50597 0.000
H 0.52095 0.30300 2.45701 0.000
H 0.54008 -1.08806 3.56276 0.000
H -1.56496 -0.71255 1.31991 0.005
H -1.16160 -2.25168 2.21123 0.004
H -0.01688 -0.78841 0.23187 0.013
O 0.31193 2.20135 -2.67907 0.079
H -0.20308 1.88417 -3.42095 0.001
H 0.25055 1.50238 -2.02799 0.009
O -1.61028 2.02552 0.85328 0.011
H -1.25264 2.29360 1.69972 0.000
H -1.00834 1.34966 0.54162 -0.002
O 3.04739 -0.68500 1.25102 0.001
H 2.09083 -0.70266 1.22084 0.000
H 3.30360 -0.20681 0.46240 0.000
O -2.06347 0.38916 -2.70522 0.000
H -1.67664 -0.27238 -3.27878 0.000
H -1.43067 0.48992 -1.99413 -0.002
O 0.85323 -1.55838 -2.64857 0.007
H 0.48989 -0.83974 -2.13109 -0.001
H 1.56731 -1.15916 -3.14551 0.000
```

Output
* 2S+1: 2
* Kohn-Sham gap (spin up / spin down): 11.19 / 5.66 eV
* total energy: -612.9059 hartree
* LUMO (spin up / spin down): -0.14 / -5.59 eV
* M: 153.15 g mol⁻¹
* HOMO (spin up / spin down): -11.3 / -11.3 eV
* expectation value of S²: 0.76

ORCA calculation (wB97M-V/def2-TZVPD) on an isolated molecule of C4H8O2S2 in a non-equilibrium geometry.

```
16
Properties=species:S:1:pos:R:3:mulliken_charge:R:1
C -2.90197 -0.55094 0.45148 -0.639
C -0.49318 0.74583 0.14351 0.321
C 0.21510 2.02513 -0.30141 -1.139
C 2.15306 -0.83455 0.04622 -1.006
O 0.09729 -1.55183 -1.23027 -0.578
O -0.02459 -1.74782 1.15198 -0.630
S -2.08344 0.76700 -0.10069 -0.023
S 0.38723 -0.96942 0.02919 1.087
H -3.85580 -0.71941 -0.02346 0.274
H -2.52539 -1.46071 0.85447 0.322
H 0.57235 1.96646 -1.29362 0.339
H 1.14387 2.26907 0.36950 0.278
H -0.50643 2.90255 -0.18964 0.386
H 2.50974 -1.63987 -0.74853 0.299
H 2.70903 0.06013 -0.11654 0.357
H 2.60312 -1.26162 0.95780 0.351
```

Output
* 2S+1: 1
* relative energy (zero: lowest compared OMol25 entry of this formula, charge and spin): 4.8173 eV
* Kohn-Sham gap: 7.67 eV
* total energy: -1103.9120 hartree
* LUMO: -0.34 eV
* M: 152.24 g mol⁻¹
* HOMO: -8.0 eV

ORCA calculation (wB97M-V/def2-TZVPD) on an isolated molecule of C3H9N in a non-equilibrium geometry.

```
13
Properties=species:S:1:pos:R:3:mulliken_charge:R:1
C -1.05228 1.35952 1.09357 -1.255
C 0.11531 0.68815 0.17562 -0.522
C -0.05959 -0.77487 -0.22894 -0.357
N 0.92651 -1.34053 -1.11918 -0.634
H -1.11213 0.82635 2.04901 0.299
H -1.87981 1.51562 0.42119 0.336
H -0.95964 2.35018 1.22064 0.443
H 0.59021 1.29744 -0.59719 0.395
H 1.10441 0.83644 0.68824 0.305
H -0.94705 -0.75202 -0.85521 0.198
H -0.39298 -1.38594 0.60135 0.308
H 1.28653 -2.11730 -0.60734 0.242
H 1.80425 -0.82383 -1.32788 0.243
```

Output
* 2S+1: 1
* relative energy (zero: lowest compared OMol25 entry of this formula, charge and spin): 1.6803 eV
* Kohn-Sham gap: 10.36 eV
* total energy: -174.3913 hartree
* LUMO: 1.23 eV
* M: 59.11 g mol⁻¹
* HOMO: -9.1 eV

ORCA calculation (wB97M-V/def2-TZVPD) on a cluster of 2 separate species, C4H13N3O in total in a non-equilibrium geometry.

```
21
Properties=species:S:1:pos:R:3:mulliken_charge:R:1
H 1.61509 -0.41265 -2.86351 0.201
N 1.54519 -0.68498 -1.88506 -0.739
C 1.03321 0.18129 -1.11370 0.494
N 0.49239 1.41025 -1.50828 -0.595
N 0.94557 -0.08644 0.28568 -0.417
C -0.49117 -0.15683 0.76513 -0.341
C -0.40719 -0.47382 2.25404 -0.420
C 0.06496 -1.89510 2.62946 -1.226
H 0.62300 2.08181 -0.74545 0.257
H 0.92895 1.76097 -2.37297 0.234
H 1.24525 -1.06721 0.25749 0.359
H -0.95352 -1.02599 0.24797 0.253
H -0.93405 0.79574 0.51788 0.313
H 0.28113 0.27790 2.68976 0.311
H -1.40461 -0.34245 2.80990 0.291
H 1.12527 -2.06176 2.31354 0.342
H -0.67593 -2.61394 2.31612 0.312
H 0.14353 -2.07074 3.71641 0.346
O -2.48129 1.31980 -1.41446 -0.670
H -1.52653 1.27377 -1.61064 0.396
H -2.59268 2.25310 -1.20252 0.297
```

Output
* 2S+1: 1
* relative energy (zero: lowest compared OMol25 entry of this formula, charge and spin): 1.1063 eV
* Kohn-Sham gap: 10.17 eV
* total energy: -399.7066 hartree
* LUMO: 0.65 eV
* M: 119.17 g mol⁻¹
* HOMO: -9.5 eV